DFT (ωB97M-V with the def2-TZVPD basis set) results for a molecular structure, C41H43Co2O5P2 in a non-equilibrium geometry.

Structure (XYZ):
```
93
Properties=species:S:1:pos:R:3:forces:R:3:mulliken_charge:R:1
C 1.884817 2.177928 -6.935437 0.0580 -0.4436 -0.2319 -1.81
C 1.603168 1.659852 -5.522307 -0.0044 0.1696 0.0354 0.34
C 0.137907 1.232792 -5.372858 -0.0779 -0.2907 -0.0173 -1.20
P 2.125805 2.779554 -4.117375 1.0303 0.3649 -1.0328 0.45
C 3.992325 2.854692 -4.509891 -0.6387 -0.0917 -0.3924 0.55
C 4.602660 1.453211 -4.609069 0.2087 0.0328 0.0055 -1.71
C 4.744158 3.713042 -3.486699 0.1712 -0.0195 0.0803 -1.27
C 1.720121 4.467513 -4.874891 0.2384 -0.5480 -0.1704 0.57
C 2.168590 5.627624 -3.984146 0.0038 0.2461 0.2189 -1.25
C 0.239185 4.598095 -5.224756 -0.1657 0.3290 0.0200 -1.71
H 1.748702 1.340904 -7.632391 -0.0461 0.1506 -0.0522 0.52
H 1.205531 2.977219 -7.248629 0.1050 -0.1314 0.1289 0.28
H 2.910724 2.527932 -7.071900 -0.0413 0.0254 0.0685 0.33
H 2.218341 0.757129 -5.355601 -0.3124 0.2856 -0.0937 0.48
H -0.127887 0.596761 -6.228618 -0.0863 0.0929 0.1229 0.49
H 0.001924 0.644936 -4.459421 -0.0783 0.1593 -0.1607 0.26
H -0.567913 2.074274 -5.334534 0.2560 -0.3450 -0.0092 0.16
H 4.063487 3.328736 -5.505567 0.1913 -0.1331 0.3213 0.21
H 5.683604 1.554989 -4.784233 -0.1671 -0.1259 0.0633 0.51
H 4.464059 0.875786 -3.684390 -0.0071 0.1289 -0.1439 0.30
H 4.190385 0.870228 -5.440823 0.1118 0.1413 0.1883 0.30
H 5.775549 3.349238 -3.400879 -0.0866 0.1115 0.0731 0.45
H 4.793966 4.764314 -3.789786 -0.0114 -0.2874 0.1627 0.29
H 4.283287 3.659173 -2.490157 0.1340 0.0281 -0.1880 0.16
H 2.313190 4.488486 -5.804808 -0.2863 0.1434 0.1423 0.69
H 1.587665 6.526918 -4.236548 0.1585 -0.1112 0.0354 0.43
H 1.978574 5.412874 -2.925107 0.1194 0.1371 -0.4646 -0.01
H 3.231740 5.870415 -4.098372 -0.3415 -0.0520 -0.0391 0.25
H 0.096541 5.564375 -5.733695 -0.0983 -0.1732 0.1270 0.56
H -0.115543 3.814217 -5.902380 0.1050 0.3126 0.2302 0.25
H -0.386126 4.596722 -4.318102 0.1630 -0.0635 -0.2453 0.08
O -3.903681 1.975834 -0.058125 1.1759 -0.6199 -0.0579 -0.44
C -3.030515 1.222719 0.067586 -2.0749 0.3152 0.2058 0.06
Co -1.690645 0.135637 0.344495 -1.8645 1.9555 1.0910 -0.10
C -0.749529 1.225708 1.324027 1.2505 1.4144 1.0890 0.20
O -0.129463 1.951388 1.979346 -0.6289 -0.7791 -0.6298 -0.47
C -2.561753 -0.791111 1.852241 -0.2697 0.0883 -0.4269 0.61
O -3.381860 -0.614152 2.677476 0.3617 -0.1586 -0.2669 -0.55
C -1.010699 -1.061003 -0.772425 -0.0999 -2.3619 -0.2063 -1.11
C -0.597892 0.172219 -1.154712 2.1380 0.7924 -1.0821 -0.62
C 0.155946 1.023764 -1.915114 -0.8583 -1.2121 1.0587 -0.33
C -0.063797 2.465046 -1.776862 0.2417 0.8281 -0.0315 1.31
C -1.337912 3.027639 -1.991882 0.7310 -0.3292 0.1314 -0.42
C -1.550857 4.383193 -1.766649 -0.2452 -0.0081 -0.1713 -1.06
C -0.500305 5.213306 -1.393487 -0.1791 0.2763 0.2636 -0.34
C 0.765156 4.678096 -1.170606 0.2389 -0.4749 -0.1416 -0.95
C 1.002956 3.323545 -1.400477 -0.7646 -0.1527 0.5138 0.12
Co -1.168560 -2.002822 1.381915 0.2268 -1.1606 1.7681 0.34
C 0.482117 -1.598677 1.796051 2.5232 0.1122 -0.1262 0.28
O 1.600698 -1.450716 2.080548 -1.2803 0.0218 -0.1795 -0.47
C -1.454624 -3.582879 0.709303 -0.5876 -1.0167 -1.0168 0.23
O -1.662900 -4.672414 0.364297 0.2831 0.6009 0.2134 -0.52
P -1.364875 -3.162718 3.563601 -0.3361 0.5265 -0.5942 1.29
C -0.694156 -2.292352 5.029876 0.2129 0.4008 0.1710 -0.16
C -0.507662 -2.940123 6.260610 0.2076 0.2925 0.1901 -0.36
C 0.042878 -2.257597 7.349315 -0.0735 0.1457 -0.3717 -0.71
C 0.429676 -0.920402 7.204447 -0.0703 -0.0594 -0.0884 -0.43
C 0.248163 -0.269810 5.984667 -0.0385 -0.0795 -0.0066 -0.68
C -0.315064 -0.948052 4.901980 -0.0690 -0.2414 0.2455 -0.23
C -3.085702 -3.577460 4.040839 -0.4389 -0.0343 0.3100 0.42
C -3.645159 -3.237941 5.284137 -0.1830 -0.2740 -0.4049 -0.48
C -4.976786 -3.563278 5.568710 0.0283 -0.0294 -0.0948 -0.68
C -5.769143 -4.204799 4.613841 0.2099 -0.0164 -0.1536 -0.50
C -5.213552 -4.561011 3.377022 0.2878 0.1309 0.3330 -0.73
C -3.875077 -4.264376 3.102949 -0.2100 0.0358 0.0950 -0.34
C -0.537851 -4.796553 3.795235 0.2287 -0.4013 -0.0819 0.34
C -1.216131 -5.979643 4.142900 0.2861 0.0390 -0.1314 -0.10
C -0.520322 -7.192838 4.242347 0.2146 0.1808 -0.0349 -0.67
C 0.860020 -7.238627 4.015259 -0.1581 0.3152 -0.0240 -0.46
C 1.547491 -6.054802 3.710775 -0.2223 0.0466 0.0645 -0.64
C 0.856538 -4.842798 3.607422 -0.1005 -0.2317 -0.0490 -0.43
H -1.226017 -1.957122 -1.356473 -0.0485 0.4151 0.0193 0.51
H 1.011702 0.660448 -2.486774 -0.1445 0.0777 0.1091 0.50
H -2.131310 2.368776 -2.355440 0.1731 0.2774 0.2809 0.67
H -2.561646 4.775222 -1.886000 0.2828 0.0623 -0.0542 0.37
H -0.666917 6.285066 -1.262006 -0.0020 -0.3177 0.0497 0.36
H 1.595529 5.315586 -0.859827 -0.2918 -0.0972 0.0021 0.67
H 1.996221 2.884905 -1.242860 -0.5215 0.2562 0.0159 0.45
H -0.781402 -3.985994 6.375827 0.0178 0.1134 -0.0697 0.48
H 0.174867 -2.765595 8.303710 -0.0138 0.0814 -0.2207 0.38
H 0.877065 -0.384404 8.043883 -0.1352 -0.1678 -0.2210 0.36
H 0.549244 0.771038 5.857294 -0.0770 -0.2868 0.0803 0.42
H -0.455369 -0.435801 3.952350 0.0053 -0.1083 0.1354 0.10
H -3.040500 -2.736769 6.035497 -0.1661 -0.0159 -0.1711 0.37
H -5.393776 -3.315113 6.549712 0.1268 -0.0315 -0.3803 0.37
H -6.816528 -4.436800 4.825867 0.3650 0.0872 -0.0314 0.34
H -5.813477 -5.077614 2.627687 0.1337 0.1343 0.2012 0.40
H -3.440620 -4.588593 2.153936 -0.1582 0.2527 0.2559 0.32
H -2.291457 -5.966073 4.337777 0.3817 0.0291 -0.1361 0.29
H -1.062169 -8.108326 4.496937 0.1722 0.3318 -0.0837 0.39
H 1.401482 -8.187848 4.075493 -0.2153 0.3547 -0.0024 0.35
H 2.628468 -6.073408 3.547236 -0.3734 -0.0001 0.0555 0.39
H 1.402919 -3.920668 3.376627 -0.2095 -0.3687 0.0112 0.31
```
Positions in Å, forces in eV/Å.

As for the total charge: -1. Its HOMO energy is -3.26 eV. The total energy comes out at -147281.8774 eV.